DFT (wB97M-V/def2-TZVPD) results for C35H29BrF2N8O2Y as an isolated structure.

Summary:
energy above the lowest of the compared OMol25 structures with the same formula, charge and spin: 3.2 kcal/mol
charge: -1
highest occupied orbital energy (alpha / beta): -0.1437 / -0.1018 hartree
molar mass: 800.5 u
frontier orbital gap (alpha / beta): 6.3 / 5.2 eV

CARTESIAN COORDINATES (ANGSTROEM)
Y: -0.1874 -0.1396 -0.1278
Br: -0.3834 -4.4479 1.6751
F: -4.6244 -3.8461 0.5870
F: -3.5478 -3.0383 -3.8686
O: 2.0118 -1.7369 -3.4259
O: 1.5223 -0.8264 -1.4311
N: 2.4902 1.7618 3.2265
N: -1.5395 -1.1807 1.7730
N: 3.7760 -0.1195 2.5479
N: 1.6171 0.2190 1.5966
N: -0.6137 1.7382 1.3577
N: 2.9112 -1.6288 1.0781
N: 4.5781 1.3704 4.1021
N: 0.4866 -3.1346 -0.5865
C: -2.1525 -1.5257 -0.8531
C: 0.3368 2.1371 2.2685
C: 2.5892 1.9634 -2.2222
C: -3.8784 -3.1300 -0.3038
C: 1.5126 1.3551 2.3745
C: -2.3958 -1.8162 -2.1985
C: 2.4353 3.4473 0.1102
C: -3.1297 -1.9412 3.8979
C: 1.4979 -1.7504 -2.3174
C: -2.6667 -1.8784 1.5391
C: -4.1055 -3.4296 -1.6302
C: 1.3632 2.5204 -1.8651
C: -3.4963 -2.2483 2.6020
C: -0.8529 1.3742 -1.8642
C: 3.5622 1.0025 3.2505
C: -1.9788 3.6166 1.9459
C: 0.7350 -3.0017 -1.8959
C: -0.7210 -5.1424 -1.0575
C: 0.0728 2.2827 -2.6589
C: 3.6463 2.8748 -0.2554
C: -0.4735 -4.9839 -2.4103
C: 0.2980 -3.9150 -2.8356
C: -2.9351 -2.1949 0.1148
C: 0.1458 3.3199 3.0321
C: -1.9446 -1.2633 4.1293
C: 2.7595 -0.4663 1.7508
C: -1.1950 -0.8943 3.0299
C: -3.3450 -2.7483 -2.5577
C: -0.1841 -4.1963 -0.1985
C: -0.9974 4.0472 2.8694
C: -0.6021 3.6382 -2.9535
C: -1.7242 2.4718 1.2278
C: 3.7150 2.1351 -1.4259
C: 1.3129 3.2682 -0.6854
C: 0.3625 1.6076 -4.0101
H: -1.8363 -1.3219 -2.9887
H: 2.3557 4.0088 1.0334
H: 4.6467 1.6625 -1.7147
H: -1.8344 1.3716 -2.3663
H: -1.4872 3.4740 -3.5731
H: -4.8395 -4.1683 -1.9182
H: -4.4152 -2.7741 2.4088
H: -2.8955 4.1666 1.7876
H: -0.2759 -0.3357 3.1528
H: -2.4299 2.1178 0.4821
H: -0.8789 -5.6907 -3.1231
H: 3.8492 -1.9885 1.0651
H: 5.4768 0.9807 3.8754
H: -1.6121 -1.0059 5.1249
H: 2.3433 -1.7828 0.2570
H: 0.9193 3.6180 3.7242
H: -0.5789 1.4769 -4.5484
H: 0.3685 3.6919 -0.3649
H: 4.5585 2.3355 4.3841
H: -0.9271 4.1366 -2.0391
H: 4.5195 2.9895 0.3758
H: 2.6678 1.3430 -3.1035
H: -3.7709 -2.2305 4.7219
H: 0.5465 -3.7443 -3.8731
H: 1.0291 2.2181 -4.6294
H: -1.1473 4.9538 3.4440
H: -1.3094 -5.9621 -0.6726
H: 0.0780 4.3097 -3.4877
H: 0.8163 0.6233 -3.8821

DFT (wB97M-V/def2-TZVPD) results for C18H15F3N4O3PtS2 as an isolated structure.

Summary:
energy above the lowest of the compared OMol25 structures with the same formula, charge and spin: 0.0 kcal/mol
charge: 0
highest occupied orbital energy: -0.2862 hartree
molar mass: 651.5 u
frontier orbital gap: 7.8 eV

CARTESIAN COORDINATES (ANGSTROEM)
Pt: -0.8757 -0.1405 -1.4756
S: -0.3102 -3.2363 -0.8208
S: -1.3501 2.1708 -1.6431
F: -3.3134 4.2735 -2.2683
F: -4.9240 3.8683 -3.6529
F: -5.3096 3.8939 -1.5295
O: 0.8144 -2.9345 0.0708
O: 5.8132 -0.4875 0.5770
O: 2.2916 -1.1476 5.2795
N: -1.0142 -2.1632 -1.5655
N: -0.2565 0.4834 1.2813
N: -2.7799 0.1473 -2.0120
N: 1.1524 -0.1939 -1.0582
C: 3.2924 -0.3726 -2.1068
C: -2.8937 1.4980 -2.0559
C: 0.9344 -1.3905 4.9463
C: -4.1334 2.0501 -2.3912
C: -1.0362 0.5375 2.3502
C: -5.1883 1.1949 -2.6708
C: 0.9036 -0.1575 1.3742
C: 5.4167 -0.4657 -0.7786
C: -0.6973 -0.0409 3.5649
C: -4.3993 3.5257 -2.4569
C: -5.0256 -0.1814 -2.6231
C: 3.9201 -0.3771 -0.8667
C: 0.5128 -0.7106 3.6677
C: 1.7420 -0.2123 0.1459
C: 3.1261 -0.2924 0.2586
C: 1.3311 -0.7617 2.5489
C: 1.9227 -0.2762 -2.1557
C: -3.7817 -0.6783 -2.2832
H: 2.4122 -0.1991 5.3930
H: -1.9708 1.0751 2.2315
H: 3.5928 -0.2740 1.2309
H: -1.3686 0.0309 4.4116
H: 5.8482 0.3943 -1.3037
H: 0.8522 -2.4717 4.8275
H: -3.5497 -1.7332 -2.2202
H: -5.8405 -0.8536 -2.8444
H: 3.8545 -0.4421 -3.0289
H: 5.7417 -1.3720 -1.3023
H: -6.1494 1.6190 -2.9339
H: 2.2633 -1.3063 2.6039
H: 0.2639 -1.0957 5.7598
H: 1.3935 -0.2713 -3.0975
H: 6.7723 -0.5231 0.6217

DFT (wB97M-V/def2-TZVPD) results for C23H26AsN2S2Sn as an isolated structure.

Summary:
energy above the lowest of the compared OMol25 structures with the same formula, charge and spin: 8.6 kcal/mol
charge: +1
highest occupied orbital energy: -0.3949 hartree
molar mass: 588.2 u
frontier orbital gap: 7.6 eV

CARTESIAN COORDINATES (ANGSTROEM)
Sn: -0.7271 -1.5595 2.6490
As: 1.2995 -1.6694 0.7607
S: -2.2344 -0.1114 0.8067
S: -1.4665 -3.4857 1.3463
N: -3.6836 1.9945 1.4909
N: -2.2426 2.2431 -0.3349
C: 0.1496 0.2825 -2.7702
C: 5.8952 -1.6076 1.6970
C: 3.6603 -2.3105 2.2236
C: 0.9701 -3.3474 -0.0902
C: -2.1296 3.6985 -0.4544
C: 5.4182 -0.8861 0.6133
C: -2.7265 4.2213 -1.7472
C: -0.4935 -5.2007 -0.4956
C: 1.0460 1.9568 -1.2915
C: -4.6924 3.0281 1.2322
C: -0.2297 -4.0068 0.1764
C: 3.1822 -1.5860 1.1352
C: -2.7519 1.5237 0.6625
C: 1.6279 -5.0675 -1.6377
C: 1.2908 0.9821 -0.3359
C: 0.4742 1.6068 -2.5103
C: 5.0176 -2.3225 2.5016
C: 0.4082 -0.7001 -1.8216
C: 0.9827 -0.3486 -0.6083
C: 1.8973 -3.8780 -0.9842
C: 4.0604 -0.8744 0.3261
C: -4.6835 4.1254 2.2796
C: 0.4251 -5.7191 -1.3917
H: -2.5778 5.2989 -1.8240
H: -5.4733 4.8479 2.0721
H: -2.5791 4.1578 0.4220
H: 3.6968 -0.3146 -0.5258
H: 5.3902 -2.8870 3.3459
H: -1.0638 3.9353 -0.4079
H: 2.3486 -5.4836 -2.3291
H: 2.9814 -2.8718 2.8555
H: -1.5952 1.7128 -0.9014
H: -3.9144 1.3328 2.2126
H: -0.2955 0.0077 -3.7182
H: 1.7302 1.2672 0.6131
H: -3.7962 4.0150 -1.8133
H: -3.7294 4.6549 2.3048
H: 0.2982 2.3653 -3.2636
H: 6.9553 -1.6159 1.9151
H: -5.6638 2.5295 1.2138
H: -4.5352 3.4177 0.2305
H: -1.4170 -5.7314 -0.3017
H: 1.3091 2.9877 -1.0882
H: -2.2467 3.7552 -2.6096
H: 6.1050 -0.3341 -0.0153
H: 0.2041 -6.6516 -1.8960
H: -4.8627 3.7145 3.2742
H: 0.1554 -1.7316 -2.0326
H: 2.8317 -3.3599 -1.1602

DFT (wB97M-V/def2-TZVPD) results for C33H34CoFGeNO3S4 as an isolated structure.

Summary:
energy above the lowest of the compared OMol25 structures with the same formula, charge and spin: 0.0 kcal/mol
charge: +2
highest occupied orbital energy (alpha / beta): -0.5019 / -0.5022 hartree
molar mass: 771.4 u
frontier orbital gap (alpha / beta): 7.7 / 7.7 eV
spin multiplicity: 2

CARTESIAN COORDINATES (ANGSTROEM)
Ge: 0.4986 1.8626 -1.0326
Co: -0.9530 -1.5357 -1.6114
S: -2.5643 0.0935 -2.0716
S: -0.6393 -1.7961 -3.8346
S: 1.2355 -4.1858 -1.0835
S: -2.7975 -3.1634 -1.7258
F: -3.8545 -1.4316 4.5491
O: 2.6092 -0.9490 -0.7059
O: -1.2966 -1.3080 0.2823
O: 0.6531 -0.0244 -1.2964
N: 1.4068 -0.5877 3.2701
C: 3.3008 2.1604 -0.1892
C: 3.9443 2.7884 2.0416
C: -1.3191 -0.2713 -4.5295
C: -0.8641 -1.0274 2.5817
C: -2.6021 0.2196 -3.8964
C: -4.0880 -2.0842 -1.0852
C: 1.5847 2.4378 -5.0495
C: -0.4328 3.7022 -4.6837
C: -2.2080 -1.2569 2.9076
C: 0.5853 3.2792 -5.5270
C: 1.6177 2.6279 1.4688
C: 0.5459 2.4360 -2.8729
C: -0.4468 -1.0418 1.1939
C: -1.8230 -3.1004 -4.3041
C: 1.9548 2.2547 0.1644
C: 1.7903 -0.6096 2.0054
C: 0.9230 -0.7985 0.9508
C: 0.6380 -0.4157 6.0520
C: 1.8443 0.3277 5.4999
C: -0.3406 -0.7280 4.9519
C: -0.4495 3.2835 -3.3599
C: 2.4483 -0.4238 4.3255
C: 0.0716 -0.7803 3.6029
C: 4.2890 2.4179 0.7473
C: 1.5646 2.0142 -3.7317
C: -1.6686 -0.9474 5.2384
C: -4.1685 -0.6934 -1.7056
C: 3.0250 -1.7843 4.6877
C: 0.3199 -3.0175 -1.2814
C: -3.1293 -3.1679 -3.5158
C: 1.4916 -0.6446 -0.4057
C: -2.5800 -1.2177 4.2209
C: 2.6078 2.9005 2.4030
H: -2.0077 -2.9882 -5.3729
H: -3.6566 -4.0851 -3.7739
H: -1.2566 -4.0238 -4.1754
H: -4.6965 -0.0304 -1.0216
H: 2.8432 -0.4337 1.8132
H: -0.8423 2.0890 -0.3321
H: 2.6090 0.4500 6.2662
H: 2.3406 3.2217 3.4024
H: 1.5465 1.3269 5.1727
H: -3.4731 -0.3289 -4.2488
H: -2.7433 1.2707 -4.1471
H: -1.4401 -0.4094 -5.6045
H: -5.0611 -2.5681 -1.1676
H: 3.7803 -1.6682 5.4646
H: 0.6069 3.6121 -6.5562
H: -4.7280 -0.6991 -2.6382
H: -2.0249 -0.9070 6.2602
H: -3.7780 -2.3317 -3.7612
H: 2.2559 -2.4635 5.0563
H: 0.9498 -1.3434 6.5385
H: 0.1390 0.1780 6.8172
H: -2.9337 -1.4596 2.1370
H: 2.3375 1.3404 -3.3777
H: -1.2040 4.3646 -5.0527
H: 5.3302 2.3438 0.4649
H: 3.4990 -2.2486 3.8227
H: 2.3814 2.1168 -5.7074
H: 3.2189 0.1950 3.8639
H: -1.2473 3.6239 -2.7061
H: 3.5889 1.8751 -1.1947
H: -0.5131 0.4483 -4.3801
H: 0.5745 2.7228 1.7573
H: 4.7194 3.0116 2.7634
H: -3.8390 -2.0161 -0.0284

DFT (wB97M-V/def2-TZVPD) results for C9H12BCl2CrF4O17 as an isolated structure in a non-equilibrium geometry.

Summary:
energy above the lowest of the compared OMol25 structures with the same formula, charge and spin: 0.0 kcal/mol
charge: 0
highest occupied orbital energy (alpha / beta): -0.3617 / -0.3617 hartree
molar mass: 601.9 u
frontier orbital gap (alpha / beta): 6.2 / 7.9 eV
spin multiplicity: 4

CARTESIAN COORDINATES (ANGSTROEM)
Cr: 0.5791 -1.2283 0.4995
Cl: 1.1571 -0.6442 -2.8045
Cl: 0.0593 0.3043 3.7603
F: 2.1902 -2.3846 0.3612
F: 0.5721 -2.9957 1.6591
F: 2.3216 -4.3379 1.7698
F: 0.9143 -4.3053 -0.0615
O: 2.1618 0.1620 0.4977
O: -0.6584 2.7732 -0.1181
O: 0.5460 -1.3622 -1.7102
O: -1.4601 -1.9784 0.2605
O: -0.7007 0.5985 0.2083
O: 0.7960 1.5344 3.7155
O: 1.4277 -1.5066 -3.9181
O: 3.1310 2.0269 1.2572
O: -3.4395 -2.9776 0.3668
O: -1.3445 0.3862 3.5717
O: 2.3511 -0.0550 -2.2902
O: 0.2375 0.4208 -3.1876
O: -2.5243 1.7185 -0.6100
O: 0.3323 -0.4000 4.9791
O: 4.2460 0.7231 -0.0858
O: 0.5545 -0.5086 2.6260
O: -2.8529 -2.0095 -1.4867
C: -1.4514 3.7369 -0.7663
C: -2.8604 3.1329 -0.5918
C: -1.2458 1.6157 -0.1139
C: 4.3854 2.6843 1.0762
C: -3.9941 -2.7597 -1.8655
C: 3.1020 0.8954 0.5549
C: -2.4815 -2.3249 -0.2783
C: -4.6090 -3.0518 -0.4698
C: 5.0119 1.9138 -0.0761
B: 1.5950 -3.5858 0.9014
H: 4.1127 3.6788 0.7270
H: -5.2741 -2.2049 -0.3160
H: -5.0547 -4.0386 -0.4486
H: -3.3429 3.2506 -1.5615
H: -1.4235 4.7421 -0.3566
H: -1.1973 3.7067 -1.8263
H: 6.0637 1.6613 0.0214
H: 5.0744 2.7711 1.9139
H: 4.8252 2.4238 -1.0233
H: -3.7183 -3.6358 -2.4532
H: -4.6672 -2.1812 -2.4935
H: -3.4472 3.6155 0.1860

DFT (wB97M-V/def2-TZVPD) results for one molecule with the formula C5H7F2I3O2 in a non-equilibrium geometry.

Summary:
energy above the lowest of the compared OMol25 structures with the same formula, charge and spin: 0.0 kcal/mol
charge: 0
highest occupied orbital energy: -0.3536 hartree
molar mass: 517.8 u
frontier orbital gap: 9.1 eV

CARTESIAN COORDINATES (ANGSTROEM)
I: 3.7389 0.3777 0.6157
I: 2.8109 3.4529 -0.6859
I: -3.6461 -2.5232 0.7781
F: -0.7753 -3.0867 0.3678
F: 2.3785 0.8503 -1.8075
O: -0.0989 1.9679 -0.6665
O: -1.9796 -0.3645 -0.9235
C: 0.8282 1.1526 0.0114
C: -1.4622 -2.1474 0.9645
C: -1.2500 -0.4564 0.2002
C: 2.2752 1.3167 -0.5627
C: 0.2804 -0.2923 -0.0924
H: 1.0784 1.5209 1.0968
H: -1.5942 0.0799 1.0189
H: -1.2101 -2.2117 2.0556
H: -2.8513 -0.7976 -0.7885
H: 0.4114 -0.5511 -1.1421
H: 0.2959 2.7700 -0.9832
H: 0.7700 -1.0581 0.5432

DFT (wB97M-V/def2-TZVPD) results for one molecule with the formula C5H9NO2 in a non-equilibrium geometry.

Summary:
energy above the lowest of the compared OMol25 structures with the same formula, charge and spin: 12.5 kcal/mol
charge: 0
highest occupied orbital energy: -0.3595 hartree
molar mass: 115.1 u
SMILES: NC(=O)CCCC=O
frontier orbital gap: 10.6 eV

CARTESIAN COORDINATES (ANGSTROEM)
O: 1.0742 -1.9258 1.3449
O: -1.5878 1.3632 -1.7367
N: -0.9103 -0.4978 -2.8315
C: 0.0150 -0.0200 -0.6298
C: 1.3184 -0.9264 1.9615
C: -0.9254 0.3464 -1.7573
C: 0.5510 0.3674 1.8852
C: -0.3405 0.6996 0.6541
H: 0.2705 -1.0655 -0.4823
H: -0.6475 -1.4628 -2.6991
H: 2.1646 -0.8396 2.6689
H: 1.3044 1.1577 1.9703
H: -0.1096 0.5107 2.7340
H: -1.5607 -0.3121 -3.5763
H: 0.9952 0.3807 -0.9747
H: -1.3531 0.4588 0.9438
H: -0.2584 1.7654 0.5249

DFT (wB97M-V/def2-TZVPD) results for one molecule with the formula CH4NOP in a non-equilibrium geometry.

Summary:
energy above the lowest of the compared OMol25 structures with the same formula, charge and spin: 55.3 kcal/mol
charge: 0
highest occupied orbital energy: -0.3356 hartree
molar mass: 77.0 u
SMILES: NP1CO1
frontier orbital gap: 10.0 eV

CARTESIAN COORDINATES (ANGSTROEM)
P: -0.6160 -0.8491 -0.3099
O: -1.3057 0.0500 0.7624
N: 1.4149 -0.6626 0.3300
C: -0.8894 0.9151 -0.3021
H: 1.4551 -1.4183 1.1211
H: -1.7178 1.1985 -0.9088
H: -0.1512 1.7028 -0.1395
H: 1.8100 -0.9365 -0.5532

DFT (wB97M-V/def2-TZVPD) results for a 7-piece molecular cluster, C18H51NO8 overall in a non-equilibrium geometry.

Summary:
energy above the lowest of the compared OMol25 structures with the same formula, charge and spin: 53.1 kcal/mol
charge: 0
highest occupied orbital energy: -0.3271 hartree
molar mass: 409.6 u
SMILES: COCCNCCOC.CCO.CCO.CCO.CCO.CCO.CCO
frontier orbital gap: 9.5 eV

CARTESIAN COORDINATES (ANGSTROEM)
O: -3.2179 0.1662 1.1230
O: 0.2188 2.5278 2.3856
O: -3.7171 1.1436 -4.3087
O: 4.5397 -6.9627 4.8082
O: -3.1448 2.2795 -6.9746
O: 4.3234 2.0710 -0.0652
O: 2.9287 -2.3698 0.6179
O: -1.0445 1.2426 0.1704
N: 3.1200 -4.8286 3.5522
C: 4.7970 -8.2722 5.4064
C: -4.1591 0.4497 0.1636
C: 3.7357 -4.7276 4.8701
C: 3.0890 3.8481 -0.9850
C: -4.6925 -0.8807 -0.4299
C: -1.1117 0.7658 -2.1985
C: -1.3238 3.3146 -5.8016
C: 3.6355 -6.0399 5.5504
C: 3.2235 -3.4945 2.9167
C: -0.7861 3.5502 2.6765
C: -0.1876 1.1104 -1.0106
C: -4.8754 0.5363 -4.6407
C: -5.9726 1.6016 -4.7457
C: 2.6380 -3.4898 1.4942
C: 2.5021 -1.0657 1.0323
C: 3.3256 2.8962 0.2938
C: -2.5961 3.5009 -6.5482
C: -0.1866 4.2821 3.9152
H: -5.2957 -0.6631 -1.3113
H: -2.6226 4.2081 -7.3772
H: -1.5797 2.7424 -4.9098
H: -0.6249 0.7905 -3.1734
H: 0.3845 1.9238 3.1132
H: 1.4245 -1.0855 1.1952
H: 2.6038 -6.3907 5.5751
H: 2.7304 -4.4379 0.9644
H: 0.7952 4.6702 3.6440
H: 4.0445 4.3683 -1.0510
H: -6.6415 1.1822 -5.4972
H: -3.8602 -1.4392 -0.8581
H: -0.5862 2.7068 -6.3257
H: -0.8174 4.3160 1.9015
H: -1.7506 3.1307 2.9626
H: 1.5696 -3.5918 1.6848
H: 4.2894 -3.3677 2.7272
H: -3.3145 1.3737 -5.1492
H: 5.8438 -8.4966 5.2019
H: -3.5458 2.4263 -7.8345
H: -0.8777 4.2572 -5.4844
H: 4.9974 1.9203 0.6016
H: 2.5824 2.2089 0.6979
H: 2.9085 -0.7919 2.0060
H: 3.7610 3.5114 1.0812
H: -4.8616 -0.0891 -5.5333
H: -5.3012 -1.4790 0.2481
H: -6.6304 1.8909 -3.9262
H: 2.2942 4.5700 -0.7969
H: 3.5917 -5.5195 2.9863
H: 2.7876 -0.3782 0.2361
H: 4.0219 -5.8738 6.5560
H: 4.7673 -4.3784 4.9140
H: -5.0113 0.9674 0.6037
H: -0.2353 3.6701 4.8159
H: 4.6096 -8.3016 6.4798
H: -3.3880 4.0501 -6.0390
H: 0.5834 0.3527 -0.8708
H: -2.4761 0.6717 0.7826
H: -1.9734 1.4330 -2.2182
H: 0.3644 2.0434 -1.1242
H: 4.2957 -9.1309 4.9598
H: -5.6001 2.5185 -5.2025
H: -5.1891 0.0524 -3.7158
H: 2.7936 -2.6924 3.5166
H: -1.5638 -0.2001 -1.9734
H: 2.8050 3.2721 -1.8657
H: -0.9262 5.0606 4.1026
H: -3.7723 1.0597 -0.6527
H: -0.5174 1.8225 0.7248
H: 3.0526 -4.0198 5.3398

DFT (wB97M-V/def2-TZVPD) results for one molecule with the formula C6H3NO2 in a non-equilibrium geometry.

Summary:
energy above the lowest of the compared OMol25 structures with the same formula, charge and spin: 102.6 kcal/mol
charge: 0
highest occupied orbital energy: -0.3433 hartree
molar mass: 121.1 u
SMILES: C#Cc1cncc(=O)o1
frontier orbital gap: 7.4 eV

CARTESIAN COORDINATES (ANGSTROEM)
O: 0.3538 2.8162 0.7613
O: 0.4608 0.8612 -0.3531
N: -1.9416 -0.1403 0.7965
C: 2.4257 -1.4299 -1.6484
C: -0.2239 1.6697 0.7469
C: 1.2717 -1.1506 -1.1360
C: -1.1162 -1.0122 0.0943
C: 0.1052 -0.5764 -0.3926
C: -1.3527 1.0528 1.2812
H: -1.9153 1.5797 2.1460
H: 3.5170 -1.6728 -2.1061
H: -1.5845 -1.9973 -0.1900